1.
Below is an isolated molecule of C15H7Br2F9O5 in a non-equilibrium geometry, with properties calculated with wB97M-V/def2-TZVPD.

Each line ends with the Mulliken charge.
Cartesian coordinates (Å):
O: 0.768 -3.885 0.001  -0.517
C: 1.463 -2.926 0.052  0.100
C: 2.872 -3.129 0.586  -0.628
C: 3.772 -2.162 0.547  -0.751
C: 3.337 -0.830 -0.008  0.478
O: 4.125 0.049 -0.137  -0.517
C: 1.880 -0.587 -0.366  0.251
C: 1.544 0.870 -0.747  -0.243
O: 1.185 1.120 -1.837  -0.442
C: 1.746 1.937 0.377  1.000
F: 2.835 2.666 0.097  -0.288
F: 2.026 1.322 1.549  -0.327
C: 0.505 2.839 0.645  0.245
F: 0.881 3.719 1.596  -0.324
F: -0.442 2.070 1.195  -0.207
C: 0.007 3.694 -0.580  1.165
F: 0.950 3.910 -1.495  -0.256
F: -0.318 4.915 -0.086  -0.313
C: -1.329 3.165 -1.214  0.129
O: -2.301 3.121 -0.598  -0.386
O: -1.320 2.802 -2.544  -0.500
C: 0.966 -1.545 -0.357  0.465
C: -0.477 -1.309 -0.760  0.989
C: -1.534 -1.994 0.172  -0.970
C: -2.688 -1.001 0.434  0.272
F: -2.249 0.015 1.220  -0.213
Br: -3.446 -0.308 -1.253  -0.075
C: -3.894 -1.708 1.228  0.639
F: -3.508 -2.796 1.867  -0.214
F: -4.896 -1.980 0.380  -0.213
Br: -4.683 -0.398 2.478  -0.137
H: 3.180 -4.089 1.012  0.405
H: 4.799 -2.248 0.905  0.439
H: -1.323 1.829 -2.542  0.363
H: -0.630 -1.717 -1.775  0.389
H: -0.693 -0.232 -0.774  -0.653
H: -1.992 -2.829 -0.386  0.394
H: -1.121 -2.367 1.120  0.449

Atoms 1-2, force components in eV/Å:
O -1.7 -1.4 -0.4
C 1.5 0.8 0.5

## Properties
HOMO-LUMO gap in eV: 8.8
HOMO in eV: -10.59
LUMO in eV: -1.79
SMILES: O=C1C=CC(=O)C(C(=O)C(F)(F)C(F)(F)C(F)(F)C(=O)O)=C1CC[C@@](F)(Br)C(F)(F)Br

2.
Below is a cluster of 2 separate species, C15H8Cl4NO2 in total in a non-equilibrium geometry, with properties calculated with wB97M-V/def2-TZVPD.

Each line ends with the Mulliken charge.
Cartesian coordinates (Å):
Cl: 0.381 0.567 -5.232  -0.155
C: 0.790 -0.106 -3.718  0.405
C: 0.152 -1.192 -3.197  0.103
Cl: -1.124 -1.978 -4.012  -0.158
C: 0.487 -1.726 -1.846  0.340
O: -0.226 -2.541 -1.255  -0.637
C: 1.720 -1.187 -1.225  0.312
Cl: 2.537 -2.219 -0.128  -0.101
C: 2.272 -0.027 -1.672  0.255
Cl: 3.443 0.812 -0.764  -0.138
C: 1.911 0.564 -2.991  0.090
O: 2.515 1.522 -3.467  -0.647
C: -0.179 -2.077 1.976  -1.347
C: 0.286 -0.686 1.772  0.839
C: 1.601 -0.385 2.148  -0.072
N: 2.681 -0.145 2.551  -0.684
C: -0.608 0.394 1.514  0.991
C: -1.972 0.168 1.152  -0.468
C: -2.866 1.225 1.048  -0.700
C: -2.440 2.541 1.287  -0.462
C: -1.096 2.794 1.590  -0.523
C: -0.187 1.744 1.695  -0.526
H: -1.244 -2.199 1.789  0.339
H: 0.378 -2.753 1.324  0.161
H: 0.038 -2.402 3.007  0.310
H: -2.303 -0.852 0.942  0.126
H: -3.907 1.020 0.794  0.348
H: -3.149 3.364 1.219  0.339
H: -0.748 3.813 1.761  0.347
H: 0.859 1.948 1.938  0.311

Atoms 1-2, force components in eV/Å:
Cl 0.0 0.0 -0.1
C -0.3 -1.0 0.6

## Properties
HOMO-LUMO gap in eV: 3.3
HOMO in eV: -2.70
Relative energy (zero: lowest compared OMol25 entry of this formula, charge and spin) in eV: 0.259
LUMO in eV: 0.57
Net charge: -1

3.
Below is a structure of composition C15H8Cl5CrIN2O5, with properties calculated with wB97M-V/def2-TZVPD.

Each line ends with the Mulliken charge.
Cartesian coordinates (Å):
Cr: -0.089 0.415 -0.810  -0.283
O: 0.904 -0.113 3.295  -0.459
C: 0.505 0.189 2.083  0.122
O: 0.920 -0.346 1.065  -0.339
C: -0.519 1.256 1.986  0.498
C: -1.113 1.964 3.010  -0.690
C: -2.104 2.884 2.670  -0.381
C: -2.470 3.055 1.343  -0.705
C: -1.820 2.297 0.384  0.529
N: -0.868 1.438 0.715  0.334
C: -2.086 2.292 -1.107  0.538
O: -2.882 3.012 -1.625  -0.550
O: -1.329 1.386 -1.735  -0.359
H: 1.540 -0.846 3.264  0.405
H: -0.819 1.795 4.036  0.578
H: -2.595 3.455 3.446  0.472
H: -3.243 3.746 1.037  0.556
Cl: -2.088 -1.634 1.558  -0.180
C: -1.545 -2.265 0.036  0.868
C: -0.821 -1.452 -0.821  -0.834
C: -0.440 -2.003 -2.023  1.261
Cl: 0.451 -0.865 -3.028  -0.171
C: -0.712 -3.297 -2.429  -0.528
Cl: -0.176 -3.875 -3.947  -0.176
C: -1.440 -4.094 -1.545  0.730
Cl: -1.816 -5.704 -1.979  -0.148
C: -1.862 -3.577 -0.312  -0.273
Cl: -2.761 -4.570 0.757  -0.165
N: 3.811 1.918 -1.170  -0.320
C: 2.912 0.962 -1.025  0.799
O: 1.701 1.252 -0.940  -0.395
C: 3.336 -0.482 -1.021  -0.870
I: 5.274 -0.881 -0.251  0.121
H: 3.508 2.877 -1.234  0.278
H: 4.795 1.704 -1.194  0.119
H: 3.321 -0.838 -2.050  0.447
H: 2.622 -1.055 -0.439  0.172

Atoms 1-2, force components in eV/Å:
Cr 0.0 -0.1 0.0
O 0.0 0.0 0.0

## Properties
HOMO-LUMO gap (alpha / beta) in eV: 7.6 / 7.7
HOMO (alpha / beta) in eV: -11.83 / -11.85
Relative energy (zero: lowest compared OMol25 entry of this formula, charge and spin) in eV: 0.000
LUMO (alpha / beta) in eV: -4.24 / -4.12
2S+1: 2
Net charge: +1

4.
Below is a cluster of 2 separate species, C15H8F3N4O6S in total in a non-equilibrium geometry, with properties calculated with wB97M-V/def2-TZVPD.

Each line ends with the Mulliken charge.
Cartesian coordinates (Å):
N: -2.810 -0.101 1.803  -0.477
C: -1.754 0.398 1.840  -0.100
C: -0.465 1.029 1.911  0.286
C: 0.703 0.234 1.883  -0.515
C: 1.941 0.879 1.973  0.937
N: 3.234 0.347 2.001  0.812
O: 3.693 -0.775 2.024  -0.641
O: 4.099 1.480 2.077  -0.183
N: 3.395 2.656 2.076  -0.582
C: 2.087 2.276 2.007  0.930
C: 0.892 3.091 2.016  -0.428
N: 0.911 4.534 2.079  0.877
O: 1.951 5.183 1.867  -0.540
O: -0.184 5.091 2.349  -0.589
C: -0.351 2.439 2.000  -0.680
H: 0.681 -0.853 1.902  0.331
H: -1.263 3.036 2.051  0.557
F: 3.818 -1.665 -2.347  -0.218
C: 2.615 -1.187 -2.712  0.507
F: 2.634 0.167 -2.630  -0.212
F: 2.368 -1.537 -3.996  -0.210
S: 1.299 -1.874 -1.560  0.811
C: -0.118 -1.155 -2.225  -0.980
C: -1.414 -1.457 -1.788  1.213
C: -2.537 -0.776 -2.365  -0.791
C: -3.813 -0.958 -1.856  -0.290
C: -4.029 -1.831 -0.778  -0.465
C: -2.949 -2.539 -0.232  -0.590
C: -1.668 -2.395 -0.739  -0.506
O: 1.331 -3.314 -1.711  -0.661
O: 1.627 -1.275 -0.285  -0.471
H: 0.050 -0.498 -3.074  0.287
H: -2.336 -0.096 -3.195  0.287
H: -4.652 -0.411 -2.287  0.343
H: -5.030 -1.952 -0.357  0.310
H: -3.114 -3.205 0.616  0.314
H: -0.844 -2.987 -0.338  0.327

Atoms 1-2, force components in eV/Å:
N 2.1 1.1 0.2
C -2.0 -0.9 0.0

## Properties
HOMO-LUMO gap in eV: 3.2
HOMO in eV: -3.16
Relative energy (zero: lowest compared OMol25 entry of this formula, charge and spin) in eV: 1.309
LUMO in eV: 0.05
Net charge: -1

Number 1: E -6998.7592 a.u.. Number 2: E -2622.3973 a.u.. Number 3: E -4705.1119 a.u.. Number 4: E -1944.4121 a.u..